1.
The following is a quantum chemistry calculation of 2 unconnected molecules or ions with the total composition C4H11N2O in a non-equilibrium geometry, from the Open Molecules 2025 dataset.

```
18
Properties=species:S:1:pos:R:3
C -1.054 0.016 -1.998
C -1.261 0.912 0.341
C 2.355 -0.004 1.622
C -1.011 -0.260 -0.563
N -1.043 -1.439 -0.007
N 1.528 0.280 0.512
O 1.885 0.395 -0.644
H -0.852 -0.806 -2.645
H -1.913 0.552 -2.381
H -0.202 0.795 -2.221
H -1.993 0.780 1.102
H -1.618 1.663 -0.353
H -0.264 0.979 0.859
H 2.091 -0.887 2.206
H 2.073 0.844 2.204
H 3.477 0.026 1.642
H -1.102 -2.320 -0.606
H -1.097 -1.528 0.932
```

Properties
Total charge ... +1
Energy relative to the best compared isomer or geometry (same formula, charge and spin) ... 0.00 kcal per mole
Gap between HOMO and LUMO (alpha / beta) ... 7.71 / 11.18 eV
LUMO level (alpha / beta) ... -4.437 / -4.929 eV
Spin multiplicity ... 3
Max |F| ... 5.986 eV/Å
Expectation value of S² ... 2.0078


2.
The following is a quantum chemistry calculation of 2 unconnected molecules or ions with the total composition C4H11N2O2 in a non-equilibrium geometry, from the Open Molecules 2025 dataset.

```
19
Properties=species:S:1:pos:R:3
C -2.058 -1.394 -0.528
C 0.078 1.337 2.183
C 2.231 0.637 -1.711
C -0.689 -1.440 0.148
N 0.181 -0.639 -0.516
N -0.097 0.521 -0.754
O -0.909 0.521 1.850
O 0.940 1.196 -1.457
H -2.857 -1.008 0.100
H -1.906 -0.693 -1.382
H -2.270 -2.402 -0.863
H 0.400 1.349 3.275
H -0.283 2.364 1.952
H 0.983 1.130 1.618
H 2.841 1.505 -1.625
H 2.131 0.320 -2.733
H 2.346 -0.134 -1.024
H -0.269 -2.360 0.423
H -0.791 -0.812 1.045
```

Properties
Total charge ... -1
Energy relative to the best compared isomer or geometry (same formula, charge and spin) ... 160.08 kcal per mole
Gap between HOMO and LUMO ... 6.39 eV
LUMO level ... 3.933 eV
Spin multiplicity ... 1
Max |F| ... 4.567 eV/Å


3.
The following is a quantum chemistry calculation of 2 unconnected molecules or ions with the total composition C4H11N2O2 in a non-equilibrium geometry, from the Open Molecules 2025 dataset.

```
19
Properties=species:S:1:pos:R:3
C 2.050 -0.724 -1.349
C 1.500 -0.859 0.082
C -0.684 -1.701 0.959
N 0.300 -1.712 0.112
H 2.543 -1.680 -1.623
H 1.209 -0.480 -2.028
H 2.838 0.053 -1.300
H 2.280 -1.358 0.754
H 1.224 0.090 0.565
H -1.473 -2.441 0.862
H -0.637 -1.059 1.854
H 0.240 -2.497 -0.530
N -1.936 2.780 -0.147
C -1.426 1.499 0.043
O -1.492 1.075 1.359
O -0.899 0.779 -0.825
H -1.718 3.109 -1.101
H -1.746 3.516 0.533
H -2.174 1.612 1.780
```

Properties
Total charge ... +1
Energy relative to the best compared isomer or geometry (same formula, charge and spin) ... 22.43 kcal per mole
Gap between HOMO and LUMO ... 9.75 eV
LUMO level ... -4.512 eV
Spin multiplicity ... 1
Max |F| ... 3.331 eV/Å


4.
The following is a quantum chemistry calculation of 2 unconnected molecules or ions with the total composition C4H11N2O2S in a non-equilibrium geometry, from the Open Molecules 2025 dataset.

```
20
Properties=species:S:1:pos:R:3
C -0.495 -0.615 -1.402
N -1.053 0.696 -1.166
C -2.357 0.845 -0.794
O -3.142 -0.072 -0.827
C 0.816 -0.815 -0.557
C 1.401 0.355 0.246
S 3.121 0.164 0.794
N 0.643 -1.916 0.425
H -1.210 -1.404 -1.202
H -0.099 -0.780 -2.405
H -0.407 1.462 -1.098
H -2.602 1.897 -0.591
H 1.573 -1.212 -1.230
H 0.821 0.528 1.156
H 1.349 1.328 -0.271
H 1.500 -1.983 0.980
H -0.015 -1.649 1.159
H -1.057 0.066 1.686
H -1.428 1.482 1.973
O -1.763 0.709 1.523
```

Properties
Total charge ... -1
Energy relative to the best compared isomer or geometry (same formula, charge and spin) ... 32.16 kcal per mole
Gap between HOMO and LUMO ... 6.09 eV
LUMO level ... 3.252 eV
Spin multiplicity ... 1
Max |F| ... 2.097 eV/Å